(1)
DFT (ωB97M-V with the def2-TZVPD basis set) results for the ion C3H5O2 with charge +1 in a non-equilibrium geometry.

Geometry as XYZ:
```
10
Properties=species:S:1:pos:R:3:forces:R:3:mulliken_charge:R:1
C -0.677 -0.341 0.870 1.2 1.8 -1.9 0.05
C -0.331 0.997 0.273 -2.2 0.9 1.9 -0.10
C 0.596 -0.777 -0.873 2.9 3.3 -3.5 -0.10
O 0.268 0.943 -0.902 1.3 -5.5 -1.1 -0.33
O -0.074 -1.272 0.235 -0.9 0.2 0.9 -0.13
H -1.121 -0.451 1.837 -0.4 -0.7 0.4 0.41
H -1.181 1.775 0.150 1.3 -1.0 1.4 0.39
H 0.457 1.094 1.129 -0.8 0.9 -0.1 0.25
H 0.317 -1.158 -1.882 -0.6 0.1 1.2 0.28
H 1.745 -0.811 -0.837 -1.9 -0.1 0.8 0.28
```
Forces are in eV/Å.

Calculated values
- charge = +1
- E_HOMO (hartree) = -0.585
- energy above the lowest of the compared OMol25 structures with the same formula, charge and spin (eV) = 3.029
- gap between HOMO and LUMO (Eh) = 0.3476
- energy (eV) = -7275.6933

(2)
DFT (ωB97M-V with the def2-TZVPD basis set) results for an isolated molecule of C21H21N3O4 in a non-equilibrium geometry.

Geometry as XYZ:
```
49
Properties=species:S:1:pos:R:3:forces:R:3:mulliken_charge:R:1
C 4.145 0.083 2.778 0.2 -0.1 -0.1 -1.19
C 4.167 -0.407 1.343 -0.1 0.1 0.4 0.79
O 5.045 -1.098 0.880 0.3 -0.2 -0.1 -0.65
N 3.083 -0.014 0.624 -0.3 0.2 -0.3 -0.09
H 2.441 0.664 1.014 0.1 0.0 0.1 0.21
C 2.978 -0.207 -0.804 0.2 0.0 -0.3 0.24
C 1.956 -1.279 -1.207 0.4 0.1 0.6 -0.09
O 1.726 -1.525 -2.372 -0.1 0.0 -0.5 -0.68
N 1.355 -1.903 -0.179 -0.1 -0.2 0.4 0.11
H 1.628 -1.655 0.758 0.1 0.1 -0.2 0.29
C 0.254 -2.815 -0.363 -0.1 -0.2 -0.1 -1.46
C -1.090 -2.183 -0.075 -0.1 -0.1 -0.1 1.03
C -2.210 -2.614 -0.768 0.2 0.0 0.1 -0.69
C -3.477 -2.089 -0.529 -0.3 0.3 0.3 -1.24
C -3.576 -1.107 0.424 0.6 0.0 0.2 1.03
C -2.454 -0.661 1.121 -0.4 -0.3 -0.3 0.88
C -1.206 -1.183 0.895 -0.3 0.1 0.1 -0.78
H -0.357 -0.819 1.449 0.2 0.1 0.1 0.28
O -2.826 0.315 2.009 0.4 -0.2 -0.1 -0.55
C -4.221 0.466 1.850 -0.7 0.8 0.7 -0.38
O -4.681 -0.421 0.856 0.0 -0.3 -0.4 -0.51
H -4.726 0.243 2.805 0.2 0.0 -0.2 0.30
H -4.449 1.501 1.553 0.1 -0.2 0.0 0.29
H -4.343 -2.429 -1.072 -0.1 -0.1 -0.1 0.45
H -2.099 -3.382 -1.517 0.0 -0.1 -0.1 0.41
H 0.398 -3.688 0.283 0.0 0.1 -0.1 0.38
H 0.288 -3.141 -1.406 0.0 -0.1 0.2 0.46
H 3.958 -0.546 -1.162 -0.2 0.0 0.0 0.50
C 2.597 1.118 -1.498 0.0 -0.1 0.1 -1.33
C 1.382 1.733 -0.882 0.3 0.2 0.1 0.22
C 1.369 2.663 0.120 0.2 -0.1 -0.2 -0.67
N 0.080 2.993 0.445 -0.1 0.3 0.3 0.04
C -0.770 2.285 -0.355 -0.1 -0.4 -0.4 -0.77
C -2.157 2.303 -0.425 -0.1 0.1 0.0 -1.14
C -2.758 1.476 -1.348 -0.1 0.2 0.1 -0.35
C -1.999 0.649 -2.181 0.1 -0.1 -0.2 -1.08
C -0.624 0.633 -2.124 -0.1 0.0 -0.1 0.10
C 0.012 1.462 -1.200 -0.3 0.3 0.3 1.42
H -0.050 -0.007 -2.775 0.1 -0.1 -0.1 0.46
H -2.510 0.013 -2.888 0.0 -0.1 -0.1 0.42
H -3.835 1.465 -1.437 -0.1 0.0 0.0 0.39
H -2.735 2.953 0.217 -0.1 0.0 0.0 0.44
H -0.194 3.680 1.125 0.0 -0.1 -0.1 0.19
H 2.195 3.143 0.613 0.1 0.1 0.0 0.46
H 3.437 1.812 -1.422 0.0 -0.1 0.0 0.44
H 2.413 0.898 -2.550 0.1 0.0 0.0 0.45
H 4.927 -0.419 3.339 0.0 0.0 0.0 0.35
H 4.332 1.155 2.797 0.0 0.1 0.0 0.28
H 3.180 -0.112 3.241 -0.1 0.0 0.0 0.32
```
Forces are in eV/Å.

Calculated values
- charge = 0
- E_HOMO (hartree) = -0.291
- energy above the lowest of the compared OMol25 structures with the same formula, charge and spin (eV) = 1.220
- gap between HOMO and LUMO (Eh) = 0.3057
- energy (eV) = -34779.4565

Please write out number 1 again, unchanged.
DFT (ωB97M-V with the def2-TZVPD basis set) results for the ion C3H5O2 with charge +1 in a non-equilibrium geometry.

Geometry as XYZ:
```
10
Properties=species:S:1:pos:R:3:forces:R:3:mulliken_charge:R:1
C -0.677 -0.341 0.870 1.2 1.8 -1.9 0.05
C -0.331 0.997 0.273 -2.2 0.9 1.9 -0.10
C 0.596 -0.777 -0.873 2.9 3.3 -3.5 -0.10
O 0.268 0.943 -0.902 1.3 -5.5 -1.1 -0.33
O -0.074 -1.272 0.235 -0.9 0.2 0.9 -0.13
H -1.121 -0.451 1.837 -0.4 -0.7 0.4 0.41
H -1.181 1.775 0.150 1.3 -1.0 1.4 0.39
H 0.457 1.094 1.129 -0.8 0.9 -0.1 0.25
H 0.317 -1.158 -1.882 -0.6 0.1 1.2 0.28
H 1.745 -0.811 -0.837 -1.9 -0.1 0.8 0.28
```
Forces are in eV/Å.

Calculated values
- charge = +1
- E_HOMO (hartree) = -0.585
- energy above the lowest of the compared OMol25 structures with the same formula, charge and spin (eV) = 3.029
- gap between HOMO and LUMO (Eh) = 0.3476
- energy (eV) = -7275.6933

Among the records above, which one has the lowest energy?
C21H21N3O4